Record 1
Density functional theory data (the ωB97M-V functional and the def2-TZVPD basis) for 16 unconnected molecules or ions with the total composition C3H37O16 at a distorted geometry.

Last column: Mulliken charge in e.
Atoms and positions in Å:
C (3.697, -19.120, 17.463)  -0.80
C (2.244, -19.152, 16.983)  1.61
C (1.849, -20.538, 16.485)  0.15
O (1.345, -18.618, 17.871)  -0.41
H (3.881, -19.918, 18.192)  0.35
H (4.075, -18.128, 17.697)  -0.07
H (4.387, -19.425, 16.652)  -0.42
H (2.285, -18.524, 16.056)  0.02
H (2.142, -21.359, 17.153)  0.05
H (2.390, -20.833, 15.570)  0.00
H (0.782, -20.568, 16.273)  -0.79
O (2.598, -21.175, 20.313)  -0.69
H (1.884, -20.607, 19.984)  0.35
H (2.589, -21.943, 19.723)  0.30
O (5.423, -18.388, 14.392)  -0.64
H (4.619, -18.854, 14.660)  0.32
H (5.137, -17.794, 13.693)  0.28
O (4.395, -18.775, 20.830)  -0.70
H (3.904, -19.303, 20.184)  0.37
H (4.408, -19.328, 21.615)  0.27
O (1.029, -18.359, 20.853)  -0.63
H (1.008, -18.157, 19.902)  0.20
H (0.924, -17.510, 21.291)  0.25
O (-0.379, -20.783, 18.855)  -0.68
H (-0.405, -21.400, 18.118)  0.33
H (0.117, -20.017, 18.502)  0.28
O (6.546, -21.219, 17.240)  -0.65
H (5.649, -20.991, 16.970)  0.34
H (7.106, -20.812, 16.571)  0.31
O (2.030, -16.015, 18.452)  -0.71
H (1.754, -16.962, 18.310)  0.34
H (1.281, -15.506, 18.126)  0.27
O (2.025, -23.615, 18.738)  -0.65
H (1.376, -24.247, 18.415)  0.28
H (2.749, -23.656, 18.099)  0.31
O (3.942, -15.662, 16.357)  -0.69
H (3.384, -16.079, 17.045)  0.32
H (4.256, -16.389, 15.810)  0.36
O (2.728, -21.420, 12.533)  -0.69
H (1.895, -21.554, 12.072)  0.31
H (2.701, -20.495, 12.854)  0.41
O (3.904, -23.358, 14.269)  -0.64
H (3.391, -22.633, 13.868)  0.38
H (4.746, -23.335, 13.806)  0.30
O (2.575, -18.728, 13.401)  -0.64
H (1.629, -18.560, 13.516)  0.30
H (2.887, -17.995, 12.858)  0.25
O (-0.801, -18.333, 16.231)  -0.79
H (-1.544, -18.062, 16.778)  0.27
H (-0.026, -18.368, 16.862)  0.32
O (5.819, -16.584, 19.670)  -0.65
H (5.345, -17.371, 19.995)  0.36
H (5.157, -15.886, 19.692)  0.30
O (-1.605, -20.906, 15.215)  -0.64
H (-1.385, -19.963, 15.365)  0.36
H (-0.756, -21.329, 15.061)  0.29

The LUMO energy is 1.8 eV. The gap between HOMO and LUMO comes out at 7.549 eV. The net charge is -1. The highest occupied orbital energy comes out at -0.211 hartree.

***

Record 2
Density functional theory data (the ωB97M-V functional and the def2-TZVPD basis) for 10 unconnected molecules or ions with the total composition H20O10 at a distorted geometry.

Last column: Mulliken charge in e.
Atoms and positions in Å:
O (1.310, -3.731, 1.767)  -0.60
H (2.158, -3.347, 2.031)  0.30
H (0.854, -3.468, 2.578)  0.30
O (-3.241, 2.183, -1.058)  -0.66
H (-3.502, 2.243, -0.138)  0.32
H (-3.458, 3.045, -1.426)  0.31
O (1.208, 3.031, -2.104)  -0.64
H (0.766, 2.797, -1.283)  0.28
H (1.232, 2.147, -2.498)  0.32
O (-1.467, -0.344, 3.104)  -0.69
H (-2.044, 0.281, 3.550)  0.31
H (-1.485, -0.152, 2.158)  0.33
O (-0.655, -2.677, -1.825)  -0.64
H (-0.554, -3.609, -1.605)  0.31
H (-1.340, -2.404, -1.204)  0.28
O (-1.138, 1.038, 0.259)  -0.59
H (-0.365, 1.189, -0.303)  0.19
H (-1.806, 1.268, -0.419)  0.47
O (0.163, -0.083, -2.744)  -0.54
H (-0.145, -0.405, -3.595)  0.25
H (-0.164, -0.719, -2.085)  0.37
O (1.064, -0.018, 2.360)  -0.57
H (0.306, -0.337, 2.875)  0.36
H (1.375, 0.872, 2.520)  0.26
O (0.723, -1.000, -0.082)  -0.34
H (0.014, -0.817, 0.523)  0.21
H (1.460, -0.413, -0.013)  0.03
O (2.652, 1.456, -0.529)  -0.49
H (2.543, 0.700, 0.055)  0.30
H (3.536, 1.272, -0.866)  0.30

The LUMO energy is 0.1 eV. The gap between HOMO and LUMO comes out at 10.516 eV. The net charge is 0. The structure (SMILES) is O.O.O.O.O.O.O.O.O.O. The highest occupied orbital energy comes out at -0.382 hartree.

***

Record 3
Density functional theory data (the ωB97M-V functional and the def2-TZVPD basis) for a molecular structure, CH5BrN3O at a distorted geometry.

Last column: Mulliken charge in e.
Atoms and positions in Å:
C (0.808, 1.171, 0.409)  0.76
N (0.923, 1.985, -0.576)  -0.31
N (-0.802, -0.813, -0.091)  -0.33
N (-1.261, -1.883, 0.548)  -0.26
O (0.513, 1.044, 1.498)  -0.21
Br (1.562, -0.814, -0.510)  0.04
H (1.521, 2.051, -1.332)  0.25
H (0.263, 2.762, -0.447)  0.28
H (-0.903, -0.964, -1.076)  0.30
H (-1.372, -2.712, 0.038)  0.25
H (-1.252, -1.827, 1.538)  0.24

The LUMO energy (alpha / beta) is -4.3 / -8.0 eV. The gap between HOMO and LUMO (alpha / beta) comes out at 8.091 / 7.206 eV. As for the expectation value of S²: 2.01. The net charge is +1. The highest occupied orbital energy (alpha / beta) comes out at -0.457 / -0.560 hartree. Its spin multiplicity is 3.

***

Record 4
Density functional theory data (the ωB97M-V functional and the def2-TZVPD basis) for 2 unconnected molecules or ions with the total composition Cl2OS at a distorted geometry.

Last column: Mulliken charge in e.
Atoms and positions in Å:
O (-1.306, 0.324, -0.243)  -0.36
S (1.038, 0.490, -0.657)  0.26
Cl (-1.720, -1.221, -0.148)  0.10
Cl (1.988, 0.408, 1.048)  0.00

The LUMO energy (alpha / beta) is -3.1 / -3.1 eV. The gap between HOMO and LUMO (alpha / beta) comes out at 6.884 / 6.880 eV. The net charge is 0. The highest occupied orbital energy (alpha / beta) comes out at -0.366 / -0.366 hartree.

***

Record 5
Density functional theory data (the ωB97M-V functional and the def2-TZVPD basis) for 4 unconnected molecules or ions with the total composition C3H14NO3 at a distorted geometry.

Last column: Mulliken charge in e.
Atoms and positions in Å:
C (0.030, 0.947, 1.304)  -1.19
C (0.732, -0.050, 0.463)  0.74
C (1.648, -0.914, 0.839)  -1.02
N (0.320, -0.090, -0.971)  -0.04
H (0.248, 0.717, 2.334)  0.40
H (0.365, 1.959, 1.077)  0.31
H (-1.055, 1.012, 1.200)  0.34
H (2.227, -1.514, 0.136)  0.25
H (2.050, -1.002, 1.835)  0.31
H (-0.687, 0.105, -0.974)  0.21
H (0.577, -1.002, -1.334)  0.38
H (0.825, 0.677, -1.458)  0.35
H (2.626, 2.611, -1.041)  0.31
H (1.611, 2.762, -2.129)  0.30
O (1.726, 2.332, -1.268)  -0.64
H (-3.498, 0.334, -0.809)  0.34
H (-2.521, -0.685, -0.514)  0.31
O (-2.572, 0.152, -1.031)  -0.70
H (-0.847, -2.475, 1.973)  0.32
H (-1.980, -2.933, 1.078)  0.30
O (-1.166, -2.404, 1.066)  -0.58

The LUMO energy is -2.8 eV. The gap between HOMO and LUMO comes out at 11.180 eV. The net charge is +1. The highest occupied orbital energy comes out at -0.515 hartree.

***

Record 6
Density functional theory data (the ωB97M-V functional and the def2-TZVPD basis) for 10 unconnected molecules or ions with the total composition C28H82N6O10 at a distorted geometry.

Last column: Mulliken charge in e.
Atoms and positions in Å:
C (-4.577, 4.055, 5.115)  -0.76
O (-3.560, 3.695, 4.220)  -0.27
C (-3.270, 2.305, 4.237)  -0.81
C (-1.817, 2.109, 3.835)  0.31
C (-1.573, 0.616, 3.663)  -1.05
N (-0.909, 2.685, 4.822)  -0.58
H (-4.239, 3.998, 6.160)  0.31
H (-5.477, 3.443, 4.988)  0.30
H (-4.838, 5.098, 4.932)  0.25
H (-3.416, 1.931, 5.264)  0.38
H (-4.004, 1.769, 3.619)  0.34
H (-1.677, 2.531, 2.839)  0.32
H (-1.867, -0.041, 4.482)  0.45
H (-0.523, 0.361, 3.472)  0.03
H (-2.008, 0.348, 2.692)  0.25
H (-0.893, 3.692, 4.750)  0.25
H (-1.168, 2.396, 5.755)  0.25
C (7.215, 0.744, -2.533)  -0.74
O (6.021, 0.519, -3.246)  -0.33
C (5.198, -0.456, -2.614)  -0.59
C (3.911, -0.609, -3.390)  0.85
C (3.063, -1.723, -2.790)  -1.13
N (4.070, -0.814, -4.828)  -0.75
H (7.671, -0.210, -2.248)  0.31
H (7.015, 1.351, -1.642)  0.26
H (7.881, 1.291, -3.196)  0.26
H (5.737, -1.412, -2.517)  0.39
H (4.974, -0.084, -1.599)  0.24
H (3.358, 0.331, -3.277)  -0.07
H (2.170, -1.887, -3.382)  0.31
H (2.821, -1.487, -1.750)  0.03
H (3.685, -2.623, -2.708)  0.40
H (4.569, -0.019, -5.215)  0.29
H (4.662, -1.619, -5.017)  0.27
C (-2.431, 0.157, -8.659)  -0.73
O (-2.994, -0.790, -7.789)  -0.33
C (-2.476, -0.726, -6.474)  -0.72
C (-2.765, -2.028, -5.759)  0.53
C (-2.279, -1.968, -4.334)  -1.15
N (-2.166, -3.199, -6.437)  -0.70
H (-1.350, 0.289, -8.550)  0.32
H (-2.876, 1.153, -8.491)  0.28
H (-2.676, -0.135, -9.678)  0.25
H (-1.401, -0.508, -6.425)  0.40
H (-2.995, 0.076, -5.921)  0.30
H (-3.851, -2.164, -5.743)  0.21
H (-2.762, -1.214, -3.707)  0.28
H (-1.221, -1.699, -4.221)  0.21
H (-2.468, -2.926, -3.849)  0.26
H (-2.071, -2.968, -7.423)  0.28
H (-1.214, -3.287, -6.090)  0.27
C (2.297, 2.438, -1.117)  -0.19
O (1.435, 2.872, -2.129)  -0.16
C (1.258, 4.280, -2.196)  -0.93
C (0.200, 4.826, -1.241)  1.09
C (-0.475, 6.036, -1.892)  -1.66
N (0.751, 5.279, 0.043)  -0.68
H (3.340, 2.736, -1.255)  0.36
H (2.205, 1.352, -1.035)  -0.34
H (1.955, 2.760, -0.120)  0.21
H (2.220, 4.791, -2.060)  0.30
H (0.984, 4.476, -3.238)  0.39
H (-0.514, 4.040, -0.998)  0.04
H (0.228, 6.564, -2.536)  0.38
H (-0.904, 6.673, -1.123)  0.46
H (-1.289, 5.698, -2.538)  0.33
H (1.223, 4.593, 0.609)  0.18
H (1.296, 6.124, -0.036)  0.25
C (2.931, -0.507, 2.125)  -0.39
O (3.060, 0.628, 2.928)  -0.23
C (3.932, 0.505, 4.031)  -1.03
C (3.299, 1.137, 5.246)  0.70
C (4.235, 1.157, 6.454)  -1.51
N (2.080, 0.377, 5.576)  -0.73
H (2.115, -1.177, 2.433)  0.20
H (3.816, -1.151, 2.048)  0.47
H (2.715, -0.184, 1.101)  -0.07
H (4.148, -0.543, 4.274)  0.40
H (4.899, 0.977, 3.814)  0.32
H (3.041, 2.180, 5.007)  0.29
H (4.424, 0.134, 6.786)  0.35
H (3.721, 1.676, 7.264)  0.37
H (5.185, 1.642, 6.229)  0.37
H (1.549, 0.327, 4.708)  0.17
H (1.486, 0.948, 6.171)  0.28
C (1.321, -3.995, 2.086)  -0.60
O (0.361, -3.472, 2.961)  -0.33
C (-0.970, -3.766, 2.623)  -0.07
C (-1.825, -3.613, 3.862)  1.23
C (-1.529, -4.663, 4.901)  -1.60
N (-3.228, -3.692, 3.406)  -0.71
H (1.367, -5.091, 2.147)  0.37
H (2.297, -3.722, 2.497)  0.30
H (1.217, -3.606, 1.069)  0.04
H (-1.316, -3.209, 1.739)  -0.26
H (-1.093, -4.820, 2.314)  0.38
H (-1.610, -2.639, 4.325)  -0.30
H (-0.441, -4.744, 5.002)  0.30
H (-1.856, -5.682, 4.684)  0.39
H (-1.908, -4.388, 5.887)  0.42
H (-3.834, -3.709, 4.220)  0.29
H (-3.464, -2.847, 2.895)  0.22
C (-4.710, -1.271, -0.164)  -0.28
O (-4.712, 0.144, 0.013)  -0.52
H (-3.701, -1.556, -0.474)  -0.09
H (-4.926, -1.798, 0.765)  0.33
H (-5.394, -1.550, -0.967)  0.29
H (-5.229, 0.404, 0.777)  0.28
C (-0.067, -0.763, -0.114)  0.22
O (-1.052, -1.229, -1.033)  0.25
H (0.875, -1.285, -0.269)  -0.05
H (0.096, 0.309, -0.280)  -0.07
H (-0.436, -0.817, 0.916)  0.01
H (-1.458, -0.414, -1.357)  -0.19
C (-2.389, 1.931, -2.641)  -0.54
O (-2.921, 0.708, -2.116)  -0.46
H (-3.103, 2.755, -2.635)  0.43
H (-1.538, 2.241, -2.029)  0.00
H (-2.035, 1.764, -3.659)  0.22
H (-3.841, 0.848, -1.869)  0.20
C (-1.643, -4.379, -1.209)  -0.20
O (-0.581, -5.180, -0.690)  -0.60
H (-2.319, -4.066, -0.408)  0.15
H (-1.270, -3.521, -1.764)  -0.05
H (-2.205, -5.007, -1.900)  0.37
H (0.019, -4.616, -0.196)  0.25

The LUMO energy is 0.3 eV. The gap between HOMO and LUMO comes out at 9.276 eV. The net charge is 0. The structure (SMILES) is COC[C@H](C)N.COC[C@H](C)N.COC[C@H](C)N.COC[C@H](C)N.COC[C@H](C)N.COC[C@H](C)N.CO.CO.CO.CO. The highest occupied orbital energy comes out at -0.329 hartree.

***

Listing relative energy (zero: lowest compared OMol25 entry of this formula, charge and spin) for the structures above in their given order: 32.7 86.5 0.0 97.4 16.2 29.9 kcal/mol.